1.
Here is 14 unconnected molecules or ions with the total composition C5H37NO14 at a distorted geometry from OMol25. Energies are from ωB97M-V/def2-TZVPD.

```
57
Properties=species:S:1:pos:R:3:mulliken_charge:R:1
C 0.65671 -2.02754 0.65182 -1.768
C 0.53691 -0.45041 0.67021 0.799
C 1.83913 0.34221 0.65979 0.721
C 1.94044 1.25744 1.85098 -0.122
N 1.37199 2.49923 1.79482 -0.073
C 0.33211 2.88086 0.86959 -0.609
O 2.62301 0.93252 2.81542 -0.791
H -0.18588 -2.40755 1.20042 0.350
H 1.51730 -2.23781 1.27445 0.631
H 0.78959 -2.37228 -0.38212 0.344
H -0.07587 -0.21420 -0.22084 -0.529
H -0.13714 -0.29124 1.52410 0.516
H 1.96990 0.94524 -0.26053 -0.288
H 2.68018 -0.33640 0.59447 0.033
H 1.56810 3.10058 2.58004 0.278
H 0.35564 2.37937 -0.08591 0.086
H 0.42139 3.93285 0.58827 0.363
H -0.66546 2.79427 1.31511 0.223
H 2.91323 -1.40579 -2.03551 0.330
H 2.56045 0.08711 -2.19750 0.293
O 3.19894 -0.53709 -1.76697 -0.619
H 2.43302 3.55730 -1.25073 0.293
H 1.37245 4.01709 -2.46664 0.293
O 2.13829 3.51965 -2.17110 -0.641
H -1.15618 3.21907 -2.99364 0.227
H -1.97498 1.98404 -2.46851 0.202
O -1.10393 2.38637 -2.51857 -0.475
H -4.42397 0.33774 -1.73935 0.286
H -3.63730 1.47605 -1.22558 0.466
O -3.88517 1.06272 -2.07726 -0.721
H -1.81016 0.52922 -3.81196 0.299
H -2.35474 -0.12865 -2.66033 0.342
O -1.67779 -0.29304 -3.33754 -0.680
H 0.22879 -1.55481 3.16206 0.335
H -0.30317 -2.67415 4.10170 0.301
O -0.54622 -2.11919 3.33347 -0.721
H -4.35949 0.51243 0.99884 0.272
H -3.04705 1.02713 1.30540 0.312
O -3.69907 1.07408 0.58326 -0.630
H -3.46062 -3.38729 0.42717 0.291
H -2.32943 -2.70813 -0.19116 0.328
O -3.19275 -2.47901 0.19900 -0.667
H 2.56974 -0.67481 3.85009 0.352
H 2.86518 -2.19787 3.59086 0.306
O 2.35058 -1.56892 4.10397 -0.661
H -1.65761 -2.76508 -2.84899 0.303
H -1.41815 -1.73628 -1.77483 0.349
O -1.33664 -2.68422 -1.94347 -0.630
H 0.38295 1.07784 -2.77902 0.273
H 1.83485 1.76167 -3.10076 0.415
O 1.31148 0.95335 -3.07396 -0.685
H 2.95535 -2.87842 0.45349 0.368
H 3.92124 -1.76105 -0.10445 0.357
O 3.86371 -2.56039 0.43401 -0.653
H -1.89013 -1.16629 2.82306 0.241
H -2.71954 -1.35526 1.53917 0.454
O -2.45425 -0.67427 2.19219 -0.667
```

Output
energy relative to the best compared isomer or geometry (same formula, charge and spin) = 54.3 kcal per mole
molar mass = 335.34 g mol⁻¹
orbital gap = 9.5663 eV

2.
Here is 14 unconnected molecules or ions with the total composition C5H37NO15 at a distorted geometry from OMol25. Energies are from ωB97M-V/def2-TZVPD.

```
58
Properties=species:S:1:pos:R:3:mulliken_charge:R:1
C 0.42654 3.26236 0.62785 -0.678
C -0.48106 4.12131 -0.23151 -0.926
O -0.60531 3.49359 -1.63707 -0.636
C 0.50469 1.78620 0.42946 0.204
N 1.06721 1.07707 1.39926 0.195
C 1.37721 -0.38401 1.16512 0.630
C 2.33541 -0.80075 2.34485 -1.604
O 0.19136 1.12993 -0.58427 -0.717
H 1.48301 3.65932 0.70296 0.422
H 0.11953 3.49065 1.79431 0.270
H -1.48874 4.05525 0.05838 0.486
H 0.11384 4.97276 -0.43929 0.457
H -0.72264 2.49300 -1.43858 0.285
H 1.33685 1.45245 2.38090 0.148
H 0.24104 -0.91605 1.19662 -0.157
H 2.00887 -0.51374 0.24303 -0.068
H 2.46813 -1.80353 2.47640 0.632
H 3.28082 -0.24970 2.09849 0.431
H 2.02091 -0.32427 3.28327 0.023
H -3.25952 -3.18841 0.48905 0.329
H -2.04649 -2.47621 0.20773 0.279
O -2.35762 -3.25879 0.72088 -0.671
H -1.66974 -1.45414 1.81678 0.368
H -2.11217 -2.58996 2.54965 0.281
O -1.78811 -1.79998 2.72992 -0.658
H -0.11455 -0.58406 -2.55029 0.296
H -0.84782 0.73870 -2.91016 0.152
O -0.91129 -0.25082 -3.02854 -0.384
H -0.15945 -3.44390 -3.67357 0.223
H 0.24081 -4.43617 -2.63405 0.348
O 0.07517 -4.36982 -3.66762 -0.675
H 2.40215 -1.28738 -2.80247 0.231
H 1.20008 -1.57787 -3.87660 0.237
O 1.89110 -1.74553 -3.28270 -0.487
H -3.04350 -2.66564 -2.07144 0.259
H -2.53931 -1.80138 -3.06695 0.280
O -2.32615 -2.67339 -2.70119 -0.534
H 2.84231 -3.89697 -1.11434 0.330
H 2.44873 -3.41008 -2.59634 0.375
O 2.41850 -4.15437 -2.02706 -0.766
H -2.87336 -1.02385 3.89135 0.440
H -4.38989 -0.85592 3.57744 0.283
O -3.75195 -0.81149 4.30706 -0.686
H 4.13733 1.18017 0.00616 0.257
H 4.90181 2.33230 -0.54824 0.252
O 4.15170 2.06060 -0.25166 -0.563
H 2.67332 2.65806 4.20772 0.399
H 2.12272 1.20655 4.62224 0.310
O 1.85685 1.99945 4.38048 -0.813
H -1.12534 0.19390 -0.24722 0.362
H -2.02207 -0.63753 -1.22590 0.232
O -1.97406 -0.47480 -0.30152 -0.725
H 1.36824 3.99311 -2.00039 0.390
H 0.45859 5.08308 -2.78497 0.274
O 1.23247 4.92749 -2.34733 -0.658
H -3.55414 -0.15371 0.52508 0.353
H -4.91622 -1.01325 0.84647 0.250
O -4.31682 -0.33984 0.96236 -0.565
```

Output
energy relative to the best compared isomer or geometry (same formula, charge and spin) = 147.1 kcal per mole
charge = -1
molar mass = 351.34 g mol⁻¹
orbital gap (spin up / spin down) = 2.2095 / 9.9475 eV
spin multiplicity = 2

3.
Here is 14 unconnected molecules or ions with the total composition C5H38N2O14 at a distorted geometry from OMol25. Energies are from ωB97M-V/def2-TZVPD.

```
59
Properties=species:S:1:pos:R:3:mulliken_charge:R:1
C 1.51024 -2.06622 1.38855 -1.538
C 0.08935 -1.65688 1.01173 0.445
C -0.60925 -2.98592 0.55905 -0.636
C -1.11261 -3.92004 1.60953 -0.404
O -0.37223 -4.51547 2.35672 -0.461
N -0.06867 -0.64985 -0.03241 0.688
C 0.31308 0.64918 0.52337 0.381
N 0.67920 1.66650 -0.46261 -0.451
H 2.11922 -1.26413 1.81744 0.338
H 1.36363 -2.69147 2.27158 0.509
H 2.11108 -2.56161 0.62915 0.350
H -0.38160 -1.37022 1.94938 -0.013
H -1.30057 -2.91616 -0.28261 0.797
H 0.15381 -3.49190 -0.04801 0.170
H -2.17580 -3.88045 1.91431 0.315
H 0.54676 -0.87292 -0.80813 0.096
H -0.57021 1.06758 1.01618 -0.218
H 1.01862 0.63192 1.35553 -0.200
H 0.75201 1.26434 -1.38966 0.014
H -0.03058 2.38272 -0.48175 0.220
H 4.21918 -2.34894 -1.82751 0.309
H 3.53679 -1.92364 -3.13129 0.317
O 3.80837 -2.67577 -2.63117 -0.638
H 2.43687 1.96022 0.15177 0.438
H 3.87379 2.57683 0.20188 0.314
O 3.34184 1.83612 0.50172 -0.667
H -2.59422 2.51178 0.93386 0.310
H -3.01894 3.65180 -0.08166 0.291
O -2.33242 3.33155 0.50670 -0.600
H -4.45105 2.10942 -1.44477 0.300
H -3.21366 1.83757 -2.26389 0.381
O -3.88004 2.53856 -2.09141 -0.709
H 2.01398 0.14589 -2.70547 0.275
H 3.05018 0.73677 -1.77572 0.289
O 2.70440 -0.11266 -2.07802 -0.646
H 0.65703 0.42912 3.82100 0.339
H -0.79393 0.64358 3.62455 0.294
O -0.16927 -0.08344 3.74617 -0.625
H -2.47498 -1.84230 -0.46327 0.239
H -4.05870 -2.25630 -0.12671 0.270
O -3.36126 -1.60499 -0.18651 -0.659
H 0.83980 4.47691 0.57012 0.280
H -0.59809 4.21999 1.23250 0.296
O 0.35770 4.18437 1.34317 -0.583
H 1.64838 -3.77207 -1.96519 0.316
H 1.63935 -2.24564 -2.11706 0.238
O 1.12401 -3.03544 -2.28699 -0.606
H -3.44435 -0.33425 1.39954 0.263
H -2.03545 0.24757 1.19530 0.370
O -2.90166 0.44292 1.56329 -0.668
H 2.34781 1.91715 2.48854 0.292
H 1.40095 2.86140 3.35521 0.307
O 1.94376 2.07295 3.34925 -0.676
H -2.80966 -0.38548 -2.24671 0.287
H -1.72330 0.37154 -1.36689 0.413
O -2.20392 0.35853 -2.20336 -0.704
H 0.50504 2.18690 -4.01303 0.278
H -0.11150 0.86501 -4.10351 0.297
O 0.69171 1.28742 -3.77180 -0.623
```

Output
energy relative to the best compared isomer or geometry (same formula, charge and spin) = 102.3 kcal per mole
molar mass = 350.36 g mol⁻¹
orbital gap = 9.5272 eV

4.
Here is 16 unconnected molecules or ions with the total composition C5H38O16 at a distorted geometry from OMol25. Energies are from ωB97M-V/def2-TZVPD.

```
59
Properties=species:S:1:pos:R:3:mulliken_charge:R:1
C -1.45196 -1.29459 2.46008 -0.474
C -2.68538 -1.54004 2.05312 -0.840
C 1.13240 0.47105 0.13537 0.070
O 1.44730 1.78179 -0.15620 -0.510
C 0.01060 0.32302 1.06741 0.736
C -0.28519 -0.87335 1.71179 -0.219
H -1.31859 -1.15539 3.54364 0.299
H -3.03066 -1.47284 1.03093 0.207
H -3.45698 -1.88692 2.72833 0.319
H 0.93814 -0.27215 -0.67641 -0.224
H 2.06510 0.05713 0.56627 0.437
H 0.76952 2.28883 -0.63300 0.411
H -0.60861 1.20954 1.17038 0.508
H 0.39034 -1.72444 1.59768 0.485
H -1.26227 4.47619 2.58621 0.319
H -1.57594 3.32585 1.63414 0.337
O -1.26409 3.51649 2.53230 -0.587
H 1.83555 -3.14535 0.82809 0.343
H 3.14206 -3.38960 0.10445 0.259
O 2.19276 -3.52303 0.02851 -0.530
H -1.12808 -1.81588 -2.00841 0.220
H -0.18806 -2.37834 -1.04566 0.028
O -0.17184 -1.84003 -1.83831 -0.210
H -2.27290 3.05267 -0.73563 0.315
H -2.35701 1.62542 -0.33039 0.248
O -1.92026 2.44891 -0.04759 -0.648
H 0.18691 -3.98251 -1.06541 0.220
H -0.06694 -5.29353 -0.19301 0.298
O -0.38785 -4.43423 -0.45195 -0.614
H -1.09625 4.45193 -2.40245 0.335
H -1.70920 3.18135 -2.94451 0.375
O -1.92700 3.95959 -2.41511 -0.712
H 1.29389 -0.15130 4.25967 0.301
H 2.61395 0.71989 4.13934 0.335
O 2.22839 -0.10174 4.46033 -0.631
H 1.99812 -3.18149 -3.67219 0.326
H 2.40965 -2.02994 -2.65502 0.264
O 2.71564 -2.69330 -3.27382 -0.594
H 1.53378 -3.24123 3.34867 0.318
H 2.35392 -1.99405 3.24952 0.333
O 2.14757 -2.79576 2.75040 -0.654
H -2.18756 -0.11899 -1.53851 0.283
H -2.94583 0.80149 -2.50244 0.340
O -3.04226 0.29282 -1.68902 -0.644
H -0.28406 1.36988 -2.38695 0.209
H -0.24915 0.93033 -3.89170 0.365
O -0.63621 1.56770 -3.25640 -0.565
H -3.45625 -3.13391 -1.05109 0.227
H -2.08442 -3.56237 -0.43048 0.288
O -2.56693 -2.84188 -0.83372 -0.478
H 1.70309 -0.14787 -4.13188 0.364
H 0.79981 -1.30078 -3.68963 0.152
O 0.82027 -0.51144 -4.24555 -0.675
H 2.26385 2.66013 2.88334 0.274
H 1.95928 3.72468 3.91741 0.334
O 2.68933 3.24740 3.51371 -0.620
H -0.35673 4.14706 -0.21892 0.322
H 1.10399 4.75973 -0.00883 0.284
O 0.47004 4.39822 -0.63097 -0.656
```

Output
energy relative to the best compared isomer or geometry (same formula, charge and spin) = 48.9 kcal per mole
charge = +1
molar mass = 354.34 g mol⁻¹
orbital gap (spin up / spin down) = 9.5704 / 5.8365 eV
spin multiplicity = 2

5.
Here is 14 unconnected molecules or ions with the total composition C5H39N2O14 at a distorted geometry from OMol25. Energies are from ωB97M-V/def2-TZVPD.

```
60
Properties=species:S:1:pos:R:3:mulliken_charge:R:1
C -2.36004 -0.95095 2.09547 -0.457
O -1.71568 -1.65752 0.99383 -0.678
C -1.44999 -0.85661 3.28722 -0.435
C -0.67277 0.41670 3.47252 -1.468
C -0.11703 0.86925 2.09959 1.322
C -0.43395 2.02391 1.50634 -1.009
N -0.50432 2.29205 -0.00925 0.362
N 0.76430 -0.04025 1.59046 0.047
H -3.20772 -1.61343 2.26580 0.394
H -2.61613 0.02283 1.66235 0.185
H -0.82331 -1.31668 0.83575 0.397
H -1.99121 -1.07118 4.21701 0.515
H -0.72991 -1.66554 3.40544 0.316
H 0.22644 0.58045 4.12172 0.356
H -1.29098 1.22804 3.88743 0.453
H -0.95519 2.84972 1.96315 0.373
H -0.70965 3.28084 -0.25048 0.390
H 0.34495 1.85879 -0.41653 0.084
H -1.29906 1.75329 -0.34724 0.036
H 1.13009 -0.66356 2.28316 -0.063
H 1.45559 0.15400 0.87626 0.078
H -0.42732 -0.15560 -5.28947 0.323
H -1.02630 0.19208 -3.96993 0.314
O -0.90145 -0.57171 -4.55559 -0.666
H 1.68106 -2.65424 -1.53453 0.353
H 3.07822 -3.40004 -1.58016 0.289
O 2.49578 -2.86422 -1.03477 -0.577
H 1.56199 -1.36535 5.44727 0.265
H 1.77200 -2.13738 4.08385 0.228
O 1.39395 -1.35344 4.49903 -0.540
H -0.44596 2.61722 -3.10767 0.321
H 0.89980 2.01507 -3.38031 0.281
O -0.01973 1.75552 -3.24741 -0.543
H -3.86655 -1.78763 -3.66881 0.297
H -2.83415 -1.08263 -4.57319 0.314
O -3.35042 -0.98015 -3.76262 -0.644
H 3.74148 -1.30050 2.55187 0.350
H 5.16754 -0.66493 2.65287 0.278
O 4.23836 -0.47552 2.50268 -0.628
H -0.28262 -0.93277 -1.66355 0.241
H 0.48703 -1.11332 -2.93598 0.317
O 0.50392 -1.39107 -2.00746 -0.641
H 2.58436 2.83595 -1.43530 0.248
H 2.44058 1.30983 -1.32140 0.346
O 1.92440 2.13380 -1.44549 -0.649
H -2.26286 -0.80944 -0.69645 0.283
H -2.43250 -0.47374 -2.28270 0.339
O -1.93250 -0.30916 -1.45742 -0.623
H -4.01530 2.15397 -1.16713 0.258
H -2.78290 1.12498 -1.30866 0.401
O -3.06937 2.06337 -1.31143 -0.640
H -1.72270 4.81276 -2.88878 0.284
H -2.41221 3.68711 -2.14538 0.329
O -1.51976 4.01343 -2.38467 -0.650
H 2.76620 -1.27528 -0.67548 0.395
H 3.73581 -0.35005 0.21876 0.295
O 3.15804 -0.36746 -0.55746 -0.731
H 2.83619 -3.37903 1.20427 0.222
H 3.05994 -3.90641 2.56292 0.298
O 2.73352 -3.10818 2.12567 -0.533
```

Output
energy relative to the best compared isomer or geometry (same formula, charge and spin) = 47.4 kcal per mole
charge = +1
molar mass = 351.37 g mol⁻¹
orbital gap = 9.2063 eV

6.
Here is 14 unconnected molecules or ions with the total composition C5H39N2O14 at a distorted geometry from OMol25. Energies are from ωB97M-V/def2-TZVPD.

```
60
Properties=species:S:1:pos:R:3:mulliken_charge:R:1
N -0.40649 -0.22333 1.70844 0.185
C 0.77274 -0.27456 0.78190 -1.275
C 0.31696 0.43371 -0.48307 -0.556
N -0.13933 1.77092 -0.06239 -0.018
C -1.58862 1.90278 -0.37769 -0.820
C 0.57685 2.76821 -0.88109 -0.507
C 1.89213 2.81626 -0.14349 -0.173
O 2.79149 2.02524 -0.36693 -0.534
H -1.23994 -0.67235 1.32533 0.228
H -0.59550 0.76876 1.98144 0.371
H -0.20778 -0.67984 2.62089 0.574
H 1.57638 0.22101 1.28931 0.401
H 0.90973 -1.30468 0.57663 0.242
H 1.02616 0.52656 -1.26257 0.732
H -0.42196 -0.20020 -0.99802 0.125
H -1.88174 2.91589 -0.20371 0.472
H -2.18922 1.35701 0.32281 0.017
H -1.71686 1.72202 -1.43994 0.327
H 0.05636 3.73630 -0.92056 0.491
H 0.59518 2.46305 -1.93710 0.360
H 2.07619 3.65890 0.53947 0.390
H 2.50217 -2.67964 -3.44884 0.376
H 3.62613 -1.44995 -3.77596 0.268
O 2.95453 -1.82714 -3.16616 -0.610
H -1.56445 -0.52586 -3.46751 0.409
H 0.01859 -0.68022 -3.61611 0.276
O -0.71861 -0.19229 -4.02962 -0.705
H -0.31398 1.43537 -3.57554 0.344
H -0.35261 2.80646 -4.22219 0.301
O -0.63977 2.34323 -3.41548 -0.601
H -5.49456 -0.41576 -0.37744 0.306
H -4.00689 -0.63698 -0.29438 0.298
O -4.71327 -0.56561 -0.95045 -0.618
H 0.47654 -3.64567 -3.99538 0.352
H 1.62823 -4.57563 -3.32217 0.345
O 1.45346 -3.92639 -4.03151 -0.717
H 2.88502 0.08276 3.55402 0.341
H 2.93208 -0.22085 5.07647 0.291
O 2.33069 0.04422 4.37320 -0.669
H -0.44697 -3.17403 0.26331 0.267
H -1.84492 -3.53959 0.76271 0.276
O -1.31663 -2.85074 0.36383 -0.525
H -2.25912 2.99794 3.72321 0.279
H -1.02744 2.72100 4.37637 0.289
O -1.84571 2.30539 4.18494 -0.573
H 3.24049 -1.46129 -1.36777 0.272
H 3.10364 0.18540 -0.63875 0.351
O 3.04945 -0.85662 -0.62030 -0.711
H 3.87945 -0.73065 1.00787 0.415
H 5.01919 -1.08584 1.88339 0.298
O 4.14203 -0.74514 1.92990 -0.597
H 0.69503 -0.38391 4.60283 0.455
H -0.67837 0.14545 4.53807 0.298
O -0.23223 -0.63904 4.48183 -0.728
H -3.65609 -1.25523 -3.17096 0.297
H -3.38605 -1.93980 -1.96778 0.293
O -2.92088 -1.63966 -2.72602 -0.621
H -3.43506 0.40584 2.47242 0.259
H -2.60231 0.41941 3.68044 0.231
O -2.68356 0.01945 2.83584 -0.546
```

Output
energy relative to the best compared isomer or geometry (same formula, charge and spin) = 101.8 kcal per mole
charge = +1
molar mass = 351.37 g mol⁻¹
orbital gap = 9.5250 eV

Q: What is the energy relative to the best compared isomer or geometry (same formula, charge and spin) in the fifth record?
A: 47.4 kcal per mole

Q: Which formula does entry 4 have?
A: C5H38O16

Q: Among the records above, which one has the highest energy relative to the best compared isomer or geometry (same formula, charge and spin)?
A: C5H37NO15